The following is a DFT calculation (wB97M-V/def2-TZVPD) of a molecular structure, C13H10N2O4Sr.

Geometry as XYZ:
```
30
Properties=species:S:1:pos:R:3:lowdin_charge:R:1
Sr -0.00549 0.01900 -0.00609 1.345
O -2.76045 -1.53871 0.53002 0.243
C -1.76213 -1.02222 0.35038 -0.163
C 1.64082 1.19266 -0.40236 -0.183
O 2.51051 1.88850 -0.63637 0.246
C -0.01593 -0.64657 -1.96818 -0.160
O -0.04619 -0.96956 -3.05752 0.251
C 0.04956 0.59811 1.98285 -0.159
O 0.05391 0.95731 3.06116 0.252
C 2.55928 -4.26241 1.36020 -0.127
H 2.14318 -4.40588 2.38917 0.070
H 2.11438 -4.96589 0.61191 0.070
C 3.61591 -3.57511 1.12647 -0.124
H 4.17256 -3.62680 0.15674 0.071
H 4.20146 -3.06688 1.93397 0.071
N -1.46392 4.34934 -1.45793 0.164
C -0.62819 3.30354 -1.15941 -0.164
N -1.25492 2.26019 -0.69986 0.007
C -2.66365 2.56042 -0.65685 -0.177
C -3.78884 1.87468 -0.27778 -0.044
C -4.99186 2.50761 -0.38692 -0.061
C -5.10681 3.80937 -0.86212 -0.028
C -3.98993 4.53338 -1.25277 -0.022
C -2.83386 3.92849 -1.15047 -0.148
H -1.28257 5.26661 -1.82137 0.165
H 0.40106 3.39809 -1.30953 0.103
H -3.64736 0.84822 0.09102 0.089
H -5.90100 1.95614 -0.08331 0.135
H -6.09387 4.29235 -0.93771 0.135
H -4.02643 5.55644 -1.63208 0.143
```

Calculated values
Frontier orbital gap, eV: 4.7
Total charge: +2
DFT total energy, eV: -25623.1032